Entry 1:
{
  "formula": "C26H23AsAuO7P2S6Te",
  "method": "the ωB97M-V functional and the def2-TZVPD basis",
  "elements": ["Au", "O", "P", "O", "O", "O", "P", "O", "O", "O", "H", "H", "Te", "C", "C", "C", "C", "S", "H", "H", "H", "C", "S", "C", "C", "S", "S", "C", "S", "S", "H", "H", "H", "C", "C", "C", "C", "C", "C", "As", "C", "C", "C", "C", "C", "C", "C", "C", "C", "C", "C", "C", "H", "H", "H", "H", "H", "H", "H", "H", "H", "H", "H", "H", "H", "H", "H"],
  "positions_angstrom": [[-1.753, -1.082, 0.800], [-3.324, 1.279, -0.555], [-4.615, 0.475, 0.073], [-5.874, 1.039, -0.444], [-4.248, -0.968, -0.026], [-4.503, 0.934, 1.654], [-3.298, 0.980, 2.685], [-2.367, 2.172, 2.059], [-3.741, 1.396, 4.030], [-2.490, -0.313, 2.590], [-3.486, 2.227, -0.477], [-2.215, 2.811, 2.775], [0.344, 1.887, 1.073], [2.394, 1.775, 0.613], [3.174, 2.772, 0.096], [4.505, 2.357, -0.173], [4.715, 1.049, 0.149], [3.297, 0.324, 0.766], [2.804, 3.773, -0.074], [5.273, 3.004, -0.571], [5.632, 0.488, 0.068], [-1.615, 2.510, 5.934], [-1.380, 3.884, 4.780], [0.374, 3.925, 4.612], [1.162, 2.999, 4.035], [0.637, 1.441, 3.413], [2.865, 3.376, 3.966], [2.793, 4.942, 4.695], [4.100, 5.910, 4.921], [1.184, 5.366, 5.170], [-2.691, 2.357, 5.970], [-1.205, 2.768, 6.908], [-1.172, 1.604, 5.532], [2.833, -4.902, -0.283], [2.554, -3.876, 0.611], [1.516, -2.995, 0.350], [0.763, -3.123, -0.814], [1.036, -4.157, -1.701], [2.069, -5.046, -1.432], [-0.609, -1.790, -1.101], [-1.678, -2.426, -2.575], [-3.029, -2.668, -2.359], [-3.820, -3.096, -3.420], [-3.267, -3.278, -4.678], [-1.920, -3.013, -4.895], [-1.126, -2.578, -3.847], [0.376, -0.353, -1.944], [1.712, -0.458, -2.302], [2.363, 0.628, -2.876], [1.677, 1.813, -3.091], [0.337, 1.918, -2.732], [-0.316, 0.839, -2.155], [3.638, -5.596, -0.078], [3.138, -3.767, 1.516], [1.280, -2.207, 1.057], [0.440, -4.282, -2.596], [2.275, -5.854, -2.123], [-3.477, -2.462, -1.391], [-4.876, -3.266, -3.256], [-3.891, -3.605, -5.500], [-1.494, -3.130, -5.884], [-0.083, -2.334, -4.023], [2.255, -1.378, -2.120], [3.410, 0.550, -3.138], [2.188, 2.662, -3.526], [-0.198, 2.845, -2.892], [-1.355, 0.928, -1.848]],
  "e_lumo_ev": 1.68,
  "de_lowest_ev": 0.000,
  "total_charge": -1
}

=====

Entry 2:
{
  "formula": "HNO4P",
  "method": "the ωB97M-V functional and the def2-TZVPD basis",
  "elements": ["N", "O", "O", "O", "O", "P", "H"],
  "positions_angstrom": [[2.141, 0.395, 0.241], [-1.816, 1.425, 0.184], [-0.922, -0.431, -1.338], [-1.911, -1.015, 0.963], [2.928, -0.487, -0.032], [-1.551, -0.011, -0.063], [1.131, 0.124, 0.044]],
  "e_lumo_ev": 2.88,
  "de_lowest_ev": 0.000,
  "total_charge": -1
}

=====

Entry 3:
{
  "formula": "C17H33N6O",
  "method": "the ωB97M-V functional and the def2-TZVPD basis",
  "elements": ["C", "O", "C", "N", "C", "C", "N", "C", "N", "H", "H", "H", "H", "H", "H", "H", "H", "H", "H", "H", "H", "C", "C", "C", "C", "N", "H", "H", "H", "H", "H", "H", "H", "C", "C", "C", "C", "N", "H", "H", "H", "H", "H", "H", "H", "C", "C", "C", "C", "N", "H", "H", "H", "H", "H", "H", "H"],
  "positions_angstrom": [[4.390, 1.255, -1.357], [3.821, 1.414, -2.673], [2.969, 2.549, -2.762], [1.514, 2.226, -2.835], [0.743, 3.455, -2.411], [0.718, 3.250, -0.810], [0.767, 1.774, -0.553], [0.988, 1.248, -1.896], [0.630, -0.026, -2.066], [5.205, 0.466, -1.418], [4.876, 2.183, -0.943], [3.580, 0.840, -0.686], [3.222, 3.068, -3.742], [3.216, 3.312, -1.954], [1.187, 4.430, -2.756], [-0.273, 3.234, -2.866], [-0.161, 3.741, -0.298], [1.705, 3.588, -0.356], [1.589, 1.425, -0.009], [-0.336, -0.288, -1.840], [1.240, -0.785, -2.372], [2.146, -2.684, 0.176], [2.065, -2.620, 1.696], [1.285, -1.402, 2.200], [1.958, -0.151, 1.741], [2.483, 0.822, 1.380], [2.682, -1.823, -0.236], [2.684, -3.581, -0.139], [1.146, -2.714, -0.268], [3.080, -2.605, 2.106], [1.584, -3.526, 2.064], [1.242, -1.404, 3.291], [0.263, -1.415, 1.823], [-3.473, 2.538, -1.733], [-4.733, 3.362, -1.495], [-4.843, 4.555, -2.447], [-3.672, 5.463, -2.256], [-2.757, 6.162, -2.106], [-2.564, 3.118, -1.555], [-3.447, 1.682, -1.055], [-3.442, 2.160, -2.759], [-4.738, 3.712, -0.460], [-5.609, 2.722, -1.621], [-5.762, 5.110, -2.252], [-4.866, 4.217, -3.486], [-1.938, -6.466, 3.277], [-0.756, -5.905, 4.061], [-0.859, -4.395, 4.295], [-0.891, -3.676, 2.985], [-0.919, -3.120, 1.966], [-1.996, -6.035, 2.274], [-1.837, -7.546, 3.160], [-2.881, -6.266, 3.792], [0.168, -6.134, 3.524], [-0.699, -6.410, 5.029], [0.001, -4.043, 4.870], [-1.764, -4.153, 4.856]],
  "e_lumo_ev": -4.40,
  "de_lowest_ev": 3.814,
  "total_charge": 1
}

=====

Entry 4:
{
  "formula": "C4H8O3",
  "method": "the ωB97M-V functional and the def2-TZVPD basis",
  "elements": ["C", "C", "O", "C", "O", "C", "O", "H", "H", "H", "H", "H", "H", "H", "H"],
  "positions_angstrom": [[-2.057, -0.140, -0.499], [-1.364, -0.654, 0.754], [-0.019, -0.190, 0.967], [0.834, -0.079, -0.043], [0.658, -0.422, -1.192], [2.123, 0.592, 0.382], [2.859, 0.934, -0.754], [-2.644, 0.760, -0.316], [-1.332, 0.098, -1.256], [-2.708, -0.906, -0.929], [-1.360, -1.744, 0.782], [-1.875, -0.260, 1.626], [1.864, 1.485, 0.968], [2.685, -0.107, 1.024], [2.334, 0.633, -1.515]],
  "e_lumo_ev": 0.83,
  "de_lowest_ev": 1.094,
  "smiles": "CCOC(=O)CO",
  "total_charge": 0
}

=====

Entry 5:
{
  "formula": "C5H14NS",
  "method": "the ωB97M-V functional and the def2-TZVPD basis",
  "elements": ["C", "C", "C", "C", "C", "N", "S", "H", "H", "H", "H", "H", "H", "H", "H", "H", "H", "H", "H", "H", "H"],
  "positions_angstrom": [[-1.807, -0.315, 0.694], [-0.697, -1.373, -1.377], [1.842, -0.712, -0.129], [0.640, 0.391, 1.648], [-0.625, -0.602, -0.093], [0.528, -0.331, 0.365], [0.041, 2.555, -0.887], [-1.741, -0.972, 1.603], [-2.785, -0.567, 0.223], [-1.927, 0.699, 1.110], [-0.053, -2.209, -1.281], [-0.369, -0.951, -2.366], [-1.801, -1.671, -1.628], [2.402, -1.281, 0.653], [1.688, -1.234, -1.110], [2.486, 0.225, -0.270], [1.067, -0.237, 2.414], [1.493, 1.062, 1.495], [-0.298, 1.036, 2.042], [-0.829, 2.893, -1.873], [0.746, 3.593, -1.231]],
  "e_lumo_ev": -3.83,
  "de_lowest_ev": 1.410,
  "total_charge": 1
}